Record 1
18
Properties=species:S:1:pos:R:3:mulliken_charge:R:1 method="wB97M-V/def2-TZVPD" homo_ev="-1.56 / -1.56" e_lumo_ev="3.564 / 3.564" charge=-1 e_tot_ev=-19716.3933 homo_lumo_gap_ev="5.12 / 5.12"
C -1.00 0.96 -0.24 -0.695
C -1.68 -0.38 0.00 -0.622
C 0.64 -1.32 1.32 -0.653
C 0.50 0.83 -0.24 0.213
C 0.98 -0.05 -1.46 -1.462
N 1.23 0.45 0.93 -0.132
O 1.09 1.27 1.98 -0.747
S -1.11 -1.31 1.55 -0.191
H -1.32 1.49 -1.23 0.310
H -1.28 1.69 0.63 0.267
H -2.71 -0.08 0.31 0.336
H -1.57 -1.14 -0.85 0.258
H 1.01 -1.91 0.57 0.358
H 0.92 -1.53 2.35 0.341
H 0.99 1.90 -0.51 0.361
H 0.98 -1.09 -1.20 0.288
H 1.99 0.18 -1.59 0.435
H 0.34 0.02 -2.34 0.336

***

Record 2
18
Properties=species:S:1:pos:R:3:mulliken_charge:R:1 method="wB97M-V/def2-TZVPD" homo_ev=-2.44 e_lumo_ev=3.550 smiles="CN(C)C(=O)CC[S-]" charge=-1 e_tot_ev=-19719.5106 homo_lumo_gap_ev=5.99
C 0.62 -1.57 -0.02 -0.795
N 1.08 -0.12 -0.19 0.039
C 2.10 0.02 -1.26 -1.135
C 0.22 0.99 -0.02 0.416
O 0.33 2.06 -0.66 -0.636
C -0.90 0.97 1.14 -0.530
C -2.25 0.53 0.55 -0.644
S -2.65 -1.28 0.78 -0.693
H 1.44 -2.38 -0.28 0.283
H 0.57 -1.79 1.07 0.294
H -0.38 -1.74 -0.54 0.223
H 2.48 0.95 -1.15 0.431
H 1.57 0.02 -2.27 0.268
H 2.89 -0.61 -1.21 0.452
H -0.66 0.27 1.92 0.298
H -0.85 1.99 1.67 0.311
H -3.07 1.14 1.03 0.222
H -2.54 0.55 -0.57 0.196

***

Record 3
18
Properties=species:S:1:pos:R:3:mulliken_spin:R:1 method="wB97M-V/def2-TZVPD" homo_ev="-1.21 / -2.02" e_lumo_ev="3.466 / 3.339" multiplicity=3 s2=2.01 charge=-1 e_tot_ev=-19714.5282 homo_lumo_gap_ev="4.67 / 5.36"
C 0.39 0.59 -0.87 0.029
C 1.46 0.82 0.25 0.044
C 1.26 -1.97 -0.34 0.747
C -0.91 0.09 -0.19 -0.005
C -1.74 1.14 0.63 0.061
N -0.81 -0.98 0.89 0.622
O -1.83 -1.77 0.83 0.462
S 2.46 -0.78 0.08 0.049
H 0.28 1.54 -1.45 0.001
H 0.67 -0.11 -1.58 -0.011
H 2.27 1.41 0.01 -0.004
H 1.12 1.06 1.25 0.008
H 1.45 -2.91 0.22 -0.009
H 1.19 -2.02 -1.42 0.011
H -1.59 -0.46 -1.02 0.007
H -2.73 0.85 0.97 0.004
H -1.67 2.10 0.16 -0.023
H -1.28 1.39 1.59 0.005

***

Record 4
18
Properties=species:S:1:pos:R:3:mulliken_charge:R:1 method="wB97M-V/def2-TZVPD" homo_ev=-12.33 e_lumo_ev=-4.753 charge=+1 e_tot_ev=-19706.9876 homo_lumo_gap_ev=7.58
C -0.05 0.01 -1.04 -0.399
C 0.33 -1.08 0.89 0.412
C -2.16 -0.34 0.10 -0.177
C 0.98 1.03 -1.13 -0.954
C 1.52 -1.58 1.42 -1.056
N -1.33 0.65 -0.51 -0.143
O -3.31 0.41 0.59 -0.493
S -1.19 -1.06 1.65 -0.015
H -2.14 -1.24 -0.49 0.569
H 2.00 0.60 -1.23 0.319
H 1.18 1.88 -0.47 0.375
H 0.70 1.48 -2.15 0.357
H 2.20 -0.87 1.91 0.347
H 2.19 -1.96 0.60 0.314
H 1.48 -2.29 2.29 0.371
H -1.19 1.55 0.06 0.401
H -1.93 0.89 -1.30 0.389
H -4.04 -0.29 0.70 0.384

***

Record 5
18
Properties=species:S:1:pos:R:3:mulliken_spin:R:1 method="wB97M-V/def2-TZVPD" homo_ev="-9.86 / -14.33" e_lumo_ev="-3.128 / -6.338" multiplicity=3 s2=2.01 charge=+1 e_tot_ev=-19706.9989 homo_lumo_gap_ev="6.73 / 7.99"
C -1.37 -0.85 0.45 0.942
C -0.13 -0.80 -0.10 0.615
C -0.54 1.25 0.91 0.030
C 0.71 -1.94 -0.52 0.006
C 0.40 1.16 -1.34 0.049
N 0.42 0.58 -0.01 0.009
O -1.75 0.36 0.89 0.189
S 0.29 1.41 2.52 0.020
H -2.22 -1.53 0.41 0.038
H -0.72 2.33 0.66 0.007
H 1.26 -2.46 0.23 0.050
H 1.42 -1.53 -1.38 0.014
H 0.13 -2.69 -1.05 0.022
H 0.15 2.21 -1.42 0.000
H 1.29 1.16 -2.03 -0.001
H -0.42 0.53 -1.79 0.001
H 1.35 0.53 0.49 0.006
H -0.26 0.28 3.09 0.004

***

Record 6
17
Properties=species:S:1:pos:R:3:mulliken_charge:R:1 method="wB97M-V/def2-TZVPD" homo_ev=-13.93 e_lumo_ev=-4.685 smiles="C=CCC[N@@H+]1CS1" charge=+1 e_tot_ev=-17662.3077 homo_lumo_gap_ev=9.25
C -0.43 1.13 -2.26 -0.919
C -0.29 0.27 -1.24 -0.094
C -1.05 0.31 0.05 -0.389
C 0.03 0.59 1.23 -0.543
N 1.18 -0.25 0.99 0.102
C 1.45 -1.54 1.43 -0.484
S 2.42 -0.33 2.27 0.011
H 0.22 0.98 -3.20 0.216
H -1.00 1.94 -2.33 0.360
H 0.30 -0.72 -1.32 0.327
H -1.91 1.02 -0.03 0.402
H -1.55 -0.70 0.10 0.256
H 0.47 1.60 1.12 0.354
H -0.47 0.41 2.31 0.305
H 1.45 -0.02 0.04 0.448
H 0.81 -1.95 2.22 0.335
H 1.74 -2.30 0.61 0.314

***

Record 7
16
Properties=species:S:1:pos:R:3:mulliken_spin:R:1 method="wB97M-V/def2-TZVPD" homo_ev="1.11 / -2.80" e_lumo_ev="4.308 / 4.277" multiplicity=2 s2=0.75 charge=-1 e_tot_ev=-7390.2273 homo_lumo_gap_ev="3.20 / 7.08"
C -1.71 -0.51 -1.07 0.047
C -1.85 -0.87 0.50 -0.054
C 1.62 0.34 0.21 0.487
O 2.13 1.37 -0.60 -0.287
C 0.19 0.39 0.47 0.411
C -0.45 -0.68 0.95 0.251
H -2.78 -0.42 -1.42 0.007
H -1.28 0.45 -1.37 -0.015
H -1.06 -1.38 -1.46 0.009
H -2.69 -0.39 1.11 0.019
H -2.29 -1.95 0.36 -0.034
H 2.22 0.45 1.11 -0.016
H 1.68 -0.61 -0.26 0.135
H 2.65 1.14 -1.32 0.072
H -0.41 1.32 0.58 -0.010
H 0.10 -1.60 1.20 -0.020

***

Record 8
16
Properties=species:S:1:pos:R:3:mulliken_charge:R:1 method="wB97M-V/def2-TZVPD" homo_ev=-9.97 e_lumo_ev=0.988 smiles=C[C@H]1C[C@@H](O)C1 e_tot_ev=-7393.8578 homo_lumo_gap_ev=10.95
C -2.00 -0.03 -0.44 -1.447
C -0.74 -0.05 0.38 0.452
C 0.34 -1.11 0.09 -0.879
C 1.40 -0.02 0.34 0.159
O 2.48 -0.12 -0.55 -0.546
C 0.31 1.03 0.10 -0.830
H -1.78 0.11 -1.50 0.346
H -2.59 -0.95 -0.33 0.345
H -2.66 0.80 -0.12 0.339
H -0.92 -0.06 1.47 0.281
H 0.34 -2.00 0.75 0.293
H 0.33 -1.38 -0.97 0.283
H 1.73 -0.05 1.39 0.320
H 3.11 0.58 -0.35 0.310
H 0.36 1.96 0.70 0.321
H 0.28 1.31 -0.97 0.252

***

Record 9
16
Properties=species:S:1:pos:R:3:mulliken_charge:R:1 method="wB97M-V/def2-TZVPD" homo_ev=-8.81 e_lumo_ev=1.152 e_tot_ev=-7392.1720 homo_lumo_gap_ev=9.97
C 1.88 0.28 0.09 -1.614
C 0.39 0.55 0.10 0.613
C -0.43 -0.06 -1.06 -0.712
C -1.84 -0.09 -0.47 -0.376
O -1.67 -0.11 0.97 -0.430
C -0.31 -0.16 1.24 -0.611
H 2.37 0.78 -0.75 0.374
H 2.33 0.64 1.02 0.369
H 2.06 -0.80 0.03 0.376
H 0.22 1.64 0.09 0.283
H -0.37 0.51 -2.00 0.375
H -0.07 -1.08 -1.24 0.270
H -2.42 -0.97 -0.76 0.283
H -2.42 0.80 -0.74 0.264
H 0.04 -0.50 2.19 0.448
H 0.26 -1.44 1.29 0.087

***

Record 10
16
Properties=species:S:1:pos:R:3:mulliken_charge:R:1 method="wB97M-V/def2-TZVPD" homo_ev=-10.03 e_lumo_ev=1.047 smiles=CC[C@@]1(C)CO1 e_tot_ev=-7393.4333 homo_lumo_gap_ev=11.07
C 1.99 -0.18 0.11 -1.307
C 0.83 0.73 -0.27 -0.425
C -0.57 0.09 -0.15 1.271
C -0.84 -1.22 0.58 -1.338
C -1.74 0.96 -0.33 -0.871
O -1.26 0.19 -1.41 -0.517
H 1.89 -1.16 -0.36 0.329
H 2.06 -0.33 1.19 0.314
H 2.94 0.24 -0.23 0.372
H 0.92 1.00 -1.32 0.343
H 0.88 1.66 0.30 0.274
H -0.01 -1.93 0.54 0.319
H -1.10 -1.06 1.63 0.259
H -1.70 -1.68 0.08 0.417
H -1.61 2.04 -0.39 0.275
H -2.71 0.63 0.04 0.285

***

Record 11
16
Properties=species:S:1:pos:R:3:mulliken_charge:R:1 method="wB97M-V/def2-TZVPD" homo_ev=-7.66 e_lumo_ev=1.146 e_tot_ev=-7388.8957 homo_lumo_gap_ev=8.80
C 1.94 -0.09 -0.02 -1.124
C 0.92 0.88 -0.57 -0.052
C -0.65 0.13 0.51 0.135
C -1.03 -1.31 0.70 -1.114
C -1.64 0.94 -0.19 -0.466
O -0.70 0.44 -1.14 -0.327
H 1.76 -1.10 -0.39 0.273
H 1.93 -0.12 1.08 0.328
H 2.94 0.21 -0.38 0.373
H 1.16 1.06 -1.62 0.327
H 0.86 1.82 -0.03 0.267
H -0.15 -1.96 0.67 0.283
H -1.46 -1.41 1.71 0.322
H -1.76 -1.68 -0.03 0.299
H -1.66 2.03 -0.09 0.241
H -2.62 0.50 -0.40 0.235

***

Record 12
16
Properties=species:S:1:pos:R:3:mulliken_charge:R:1 method="wB97M-V/def2-TZVPD" homo_ev=-9.47 e_lumo_ev=1.131 e_tot_ev=-7392.3493 homo_lumo_gap_ev=10.60
C -1.19 -0.81 -0.32 -1.319
C -0.15 0.30 -0.14 0.806
C -0.82 1.55 0.50 -1.497
C 1.08 -0.22 0.66 -1.277
C 2.06 -1.54 -1.12 -0.082
O 1.92 -0.84 -2.02 -0.166
H -2.06 -0.47 -0.90 0.364
H -1.56 -1.16 0.65 0.325
H -0.76 -1.67 -0.84 0.322
H 0.19 0.62 -1.14 0.234
H -0.12 2.38 0.62 0.368
H -1.66 1.91 -0.12 0.375
H -1.23 1.31 1.49 0.336
H 1.80 0.60 0.80 0.398
H 0.76 -0.60 1.63 0.413
H 1.75 -1.38 0.28 0.400